Computed, not measured: a gas-phase ion, C6H13N2 (charge +1) at a distorted geometry, with wB97M-V/def2-TZVPD.

## Properties
Energy above the lowest of the compared OMol25 structures with the same formula, charge and spin (kcal per mole): 127.0
Charge: +1
Frontier orbital gap (alpha / beta) (eV): 7.0 / 7.0
E (hartree): -345.4937

Geometry (Å):
C (0.4043, 0.6298, -0.1490)
C (-0.7638, -0.2809, 0.3306)
C (-1.6412, 0.7681, 1.0249)
C (1.8376, 0.4448, 0.1550)
C (-1.2694, -1.0403, -0.8097)
C (2.3095, -0.3398, 1.2830)
N (-2.8523, 1.0714, 0.2394)
N (2.7593, 1.0942, -0.5985)
H (0.2209, 1.3607, -0.9517)
H (-0.4319, -1.0043, 1.1392)
H (-0.5042, -1.7854, -1.2080)
H (-1.2733, -0.3749, -1.6798)
H (-2.2386, -1.5183, -0.5024)
H (1.8941, -0.0863, 2.3559)
H (3.3507, -0.1885, 1.3894)
H (1.9533, -1.3535, 1.1546)
H (-3.1791, 0.1058, -0.1625)
H (-3.6443, 1.6003, 0.6965)
H (-2.4369, 1.5105, -0.5706)
H (2.4019, 1.7341, -1.2926)
H (3.7463, 1.0335, -0.3890)

Computed, not measured: a single C2HN3 molecule at a distorted geometry, with wB97M-V/def2-TZVPD.

## Properties
Energy above the lowest of the compared OMol25 structures with the same formula, charge and spin (kcal per mole): 21.9
Frontier orbital gap (eV): 9.1
E (hartree): -240.9926

Geometry (Å):
C (1.1125, -0.7206, -1.0812)
C (0.2323, -0.4514, -0.0267)
N (1.6640, -1.2025, -1.9581)
N (-0.0523, -2.2436, 1.6717)
N (0.0308, -1.4131, 0.8597)
H (-0.4601, 0.4387, -0.1731)

Computed, not measured: a molecular structure, C5H8N2S at a distorted geometry, with wB97M-V/def2-TZVPD.

## Properties
Energy above the lowest of the compared OMol25 structures with the same formula, charge and spin (kcal per mole): 120.9
Frontier orbital gap (eV): 9.5
E (hartree): -702.8373

Geometry (Å):
C (2.3349, 0.2780, 0.3807)
C (0.8585, 0.7127, 0.6023)
C (0.0621, -0.4316, -0.0703)
C (-0.8543, 0.0760, -1.1538)
C (-1.0038, -1.2493, 0.7170)
H (3.0564, 0.7914, -0.4732)
H (2.7113, 0.1310, 1.4918)
H (0.8652, 1.7973, 0.1386)
H (0.4720, 0.7783, 1.6450)
H (-1.1493, -0.8228, -1.7743)
H (-0.6949, 1.0865, -1.6072)
H (-3.1166, 0.8480, -0.7176)
H (-0.8205, -2.3656, 1.3034)
N (-2.1346, 0.4238, -0.2895)
N (-2.2331, -0.9501, 0.4181)
S (1.6466, -1.1037, -0.6110)

Computed, not measured: 5 unconnected molecules or ions with the total composition C24H40BrFI2N2O17PS at a distorted geometry, with wB97M-V/def2-TZVPD.

## Properties
Charge: -1
Frontier orbital gap (eV): 7.9
E (hartree): -6336.0024

Geometry (Å):
C (4.4296, -3.3965, -0.6671)
C (3.3309, -4.3076, -0.2076)
O (3.3948, -5.4943, -0.4132)
O (2.3099, -3.7678, 0.4939)
C (1.2743, -3.1721, -0.3510)
C (1.5396, -1.6869, -0.5727)
P (0.2071, -0.3697, -0.3434)
I (-1.5210, 1.5511, -0.0571)
C (-1.2830, -1.5840, -0.5900)
C (-2.0092, -2.1158, 0.6046)
O (-1.6943, -3.0314, 1.2949)
Br (-3.8047, -1.3127, 1.0082)
C (1.5835, 0.9857, -0.2997)
C (2.0141, 1.7010, 0.9635)
C (2.6541, 3.0377, 0.4986)
I (3.6863, 0.7089, 1.9730)
N (0.1392, 0.0779, -2.2056)
C (-0.0479, -0.7503, -3.0392)
S (-0.3968, -1.8393, -4.1495)
C (0.1953, -0.6791, 1.6127)
O (0.8028, -1.5848, 2.1034)
N (-0.6376, 0.1643, 2.5406)
C (-0.0985, 0.2309, 3.8196)
O (0.5679, 1.1069, 4.2757)
F (-0.4874, -0.7796, 4.6161)
H (5.3260, -3.6276, -0.1128)
H (4.6413, -3.5953, -1.7075)
H (4.2236, -2.3482, -0.5166)
H (1.3317, -3.6999, -1.2961)
H (0.3548, -3.4518, 0.1343)
H (2.2915, -1.4278, 0.1579)
H (2.0800, -1.5604, -1.4993)
H (-2.0265, -1.0262, -1.1348)
H (-1.0794, -2.4695, -1.1839)
H (2.4939, 0.6531, -0.7800)
H (1.1973, 1.7490, -0.9588)
H (1.2406, 2.0230, 1.6424)
H (3.1363, 2.9006, -0.4585)
H (1.8798, 3.7899, 0.4523)
H (3.3997, 3.3727, 1.2024)
H (-1.5469, -0.2759, 2.6822)
C (-11.1912, -0.9514, 2.3485)
O (-10.1039, -1.3188, 3.1946)
C (-8.9099, -1.2688, 2.5959)
O (-8.7140, -0.9514, 1.4543)
O (-7.9902, -1.6299, 3.4817)
C (-6.6468, -1.6238, 2.9792)
H (-12.0925, -1.0332, 2.9493)
H (-11.0811, 0.0749, 2.0032)
H (-11.2632, -1.6269, 1.4982)
H (-6.3593, -0.6239, 2.6618)
H (-6.5399, -2.3257, 2.1562)
H (-6.0043, -1.9353, 3.7967)
C (3.5877, -1.5764, 4.7102)
O (4.0985, -2.7250, 5.4128)
C (4.8130, -2.4445, 6.4877)
O (5.0701, -1.3502, 6.9169)
O (5.2165, -3.6003, 7.0335)
C (6.0031, -3.4406, 8.2090)
H (3.0297, -1.9476, 3.8581)
H (2.9264, -1.0027, 5.3506)
H (4.4063, -0.9549, 4.3611)
H (5.4359, -2.9337, 8.9878)
H (6.9156, -2.8877, 7.9915)
H (6.2620, -4.4403, 8.5474)
C (-1.7044, 1.4806, -5.7492)
O (-3.1027, 1.7873, -5.7353)
C (-3.8643, 0.8995, -6.3616)
O (-3.4866, -0.0929, -6.9243)
O (-5.1341, 1.3021, -6.2643)
C (-6.0685, 0.4306, -6.8957)
H (-1.2055, 2.2810, -5.2106)
H (-1.5067, 0.5366, -5.2465)
H (-1.3290, 1.4490, -6.7708)
H (-6.0413, -0.5577, -6.4410)
H (-5.8678, 0.3581, -7.9633)
H (-7.0512, 0.8680, -6.7439)
C (6.1824, 6.6690, -2.7379)
O (5.0367, 5.8584, -2.4849)
C (4.1999, 5.7570, -3.5171)
O (4.3426, 6.2789, -4.5915)
O (3.1868, 4.9815, -3.1505)
C (2.1997, 4.7782, -4.1638)
H (6.7712, 6.6651, -1.8254)
H (6.7758, 6.2543, -3.5505)
H (5.8876, 7.6903, -2.9714)
H (2.6355, 4.2870, -5.0315)
H (1.7450, 5.7234, -4.4533)
H (1.4379, 4.1344, -3.7340)